Model i:
DFT (ωB97M-V/def2-TZVPD) results for one molecule with the formula C6H9NO2.

Each atom is followed by the atoms it is bonded to, with distances in Å.
Element x y z (Å)
1 C -0.52053 0.85996 1.69243  C2 1.496, H10 1.092, H11 1.089, H12 1.095
2 C -0.46355 0.22495 0.33939  C1 1.496, C3 1.354, N8 1.444
3 C -1.10156 0.59530 -0.79554  C2 1.354, O4 1.355, C5 1.441
4 O -2.04467 1.56149 -0.91369  C3 1.355, H13 0.964
5 C -0.75192 -0.19119 -1.95172  C3 1.441, C6 1.342, H14 1.074
6 C 0.11891 -1.16978 -1.65959  C5 1.342, O7 1.222, N8 1.758
7 O 0.43951 -2.34041 -1.80024  C6 1.222
8 N 0.49262 -0.80947 0.02042  C2 1.444, C6 1.758, C9 1.466, H15 1.101
9 C 1.88369 -0.50670 0.37165  N8 1.466, H16 1.089, H17 1.091, H18 1.089
10 H 0.21180 1.66120 1.81132  C1 1.092
11 H -1.50615 1.28629 1.87605  C1 1.089
12 H -0.32381 0.12002 2.47568  C1 1.095
13 H -2.15457 2.01467 -0.06942  O4 0.964
14 H -1.27663 -0.12413 -2.88697  C5 1.074
15 H 0.30904 -1.88893 0.13485  N8 1.101
16 H 2.52733 -1.28502 -0.03636  C9 1.089
17 H 2.15032 0.45827 -0.06074  C9 1.091
18 H 2.01017 -0.46652 1.45249  C9 1.089

Its HOMO energy is -7.35 eV. The orbital gap is 7.90 eV. The calculation puts the lowest unoccupied orbital energy at 0.55 eV. Its structure (SMILES) is CC1=C(O)C=C([O-])[N@H+]1C.

Atomic charges from the Löwdin analysis, expressed in e, are listed below: atom 1 (C): -0.045, atom 2 (C): -0.265, atom 3 (C): -0.294, atom 4 (O): 0.086, atom 5 (C): 0.005, atom 6 (C): -0.339, atom 7 (O): 0.015, atom 8 (N): -0.077, atom 9 (C): -0.031, atom 10 (H): 0.078, atom 11 (H): 0.073, atom 12 (H): 0.082, atom 13 (H): 0.102, atom 14 (H): 0.113, atom 15 (H): 0.209, atom 16 (H): 0.095, atom 17 (H): 0.106, atom 18 (H): 0.086

---

Model ii:
DFT (ωB97M-V/def2-TZVPD) results for one molecule with the formula C6H9NO2.

Each atom is followed by the atoms it is bonded to, with distances in Å.
Element x y z (Å)
1 C -1.09786 2.15533 2.07844  C2 1.348, H10 1.089, H11 1.090
2 C -0.50791 0.97713 1.79426  C1 1.348, C3 1.486, H12 1.090
3 C -0.23465 0.58221 0.38781  C2 1.486, C4 1.547, O9 1.440, H13 1.101
4 C 0.03148 -0.93527 0.24984  C3 1.547, C5 1.551, H14 1.094, H15 1.086
5 C 0.24379 -0.91350 -1.28620  C4 1.551, N6 1.443, C7 1.575, H16 1.099
6 N 0.80713 -2.08515 -1.91209  C5 1.443, H17 1.012, H18 1.011
7 C 1.21380 0.32727 -1.29771  C5 1.575, O8 1.157, O9 1.361
8 O 2.02900 0.47768 -2.10543  C7 1.157
9 O 0.95985 1.11392 -0.21658  C3 1.440, C7 1.361
10 H -0.62923 2.87534 2.74751  C1 1.089
11 H -2.07030 2.44378 1.67885  C1 1.090
12 H -0.28410 0.32249 2.63595  C2 1.090
13 H -1.03686 0.97362 -0.25668  C3 1.101
14 H 1.04114 -1.00977 0.66519  C4 1.094
15 H -0.72525 -1.60996 0.64000  C4 1.086
16 H -0.73688 -0.58286 -1.65604  C5 1.099
17 H 0.34679 -2.20712 -2.80520  N6 1.012
18 H 0.65005 -2.90513 -1.34190  N6 1.011

Its HOMO energy is -8.93 eV. The orbital gap is 9.00 eV. The calculation puts the lowest unoccupied orbital energy at 0.07 eV. Its structure (SMILES) is C=C[C@@H]1C[C@H](N)C(=O)O1.

Atomic charges from the Löwdin analysis, expressed in e, are listed below: atom 1 (C): 0.037, atom 2 (C): -0.112, atom 3 (C): -0.338, atom 4 (C): -0.074, atom 5 (C): -0.303, atom 6 (N): 0.067, atom 7 (C): -0.470, atom 8 (O): 0.178, atom 9 (O): 0.055, atom 10 (H): 0.064, atom 11 (H): 0.067, atom 12 (H): 0.112, atom 13 (H): 0.154, atom 14 (H): 0.138, atom 15 (H): 0.126, atom 16 (H): 0.145, atom 17 (H): 0.080, atom 18 (H): 0.074

---

The winner here is model i, beating the second structure by 17.2 kcal/mol.

---

Model i:
DFT (ωB97M-V/def2-TZVPD) results for a 2-piece molecular cluster, C2H10N4O2 overall.

Each atom is followed by the atoms it is bonded to, with distances in Å.
Element x y z (Å)
1 C 0.00612 -1.64839 1.25810  C2 1.521, H6 1.088, H7 1.092, H8 1.090
2 C -0.28277 -0.98327 -0.07888  C1 1.521, O3 1.397, O4 1.282, N9 1.782
3 O -1.66398 -0.93471 -0.28118  C2 1.397, H5 0.977
4 O 0.43413 -1.32955 -1.08359  C2 1.282
5 H -1.74047 -0.52852 -1.16619  O3 0.977
6 H -0.28803 -2.69459 1.19789  C1 1.088
7 H -0.55245 -1.14022 2.04685  C1 1.092
8 H 1.07495 -1.60492 1.46626  C1 1.090
9 N 0.08380 0.75926 -0.00399  C2 1.782, N11 1.386, N12 1.388
10 N -0.03214 0.78521 -2.04982  H16 1.019, H17 1.022
11 N -0.79561 1.48089 0.78790  N9 1.386, H13 1.017, H18 1.016
12 N 1.38348 1.09728 0.34588  N9 1.388, H14 1.017, H15 1.021
13 H -1.67676 1.55309 0.28562  N11 1.017
14 H 1.98582 0.51012 -0.22616  N12 1.017
15 H 1.56223 0.92129 1.33595  N12 1.021
16 H 0.10643 0.06398 -2.75570  N10 1.019
17 H 0.86791 1.26993 -2.06625  N10 1.022
18 H -0.47265 2.42312 0.98732  N11 1.016

Its HOMO energy (alpha / beta) is -8.76 / -8.73 eV. The orbital gap (alpha / beta) is 8.19 / 8.60 eV. The calculation puts the lowest unoccupied orbital energy (alpha / beta) at -0.58 / -0.13 eV.

Atomic charges from the Löwdin analysis, expressed in e, are listed below: atom 1 (C): -0.007, atom 2 (C): -0.713, atom 3 (O): 0.008, atom 4 (O): -0.099, atom 5 (H): 0.088, atom 6 (H): 0.091, atom 7 (H): 0.075, atom 8 (H): 0.074, atom 9 (N): -0.237, atom 10 (N): 0.113, atom 11 (N): 0.115, atom 12 (N): 0.074, atom 13 (H): 0.102, atom 14 (H): 0.094, atom 15 (H): 0.102, atom 16 (H): 0.015, atom 17 (H): 0.008, atom 18 (H): 0.097

---

Model ii:
DFT (ωB97M-V/def2-TZVPD) results for a 2-piece molecular cluster, C2H10N4O2 overall.

Each atom is followed by the atoms it is bonded to, with distances in Å.
Element x y z (Å)
1 N -0.00402 0.04846 2.06731  C2 1.356, H7 1.016, H8 1.009
2 C -0.68420 -0.33063 0.95670  N1 1.356, O3 1.214, C4 1.733
3 O -1.44293 -1.27447 0.87083  C2 1.214
4 C -0.63846 0.92461 -0.23701  C2 1.733, N5 1.454, N6 1.440, H9 1.095
5 N 0.26726 1.99965 0.13408  C4 1.454, H10 1.018, H11 1.017
6 N -0.40056 0.52350 -1.59922  C4 1.440, H12 1.016, H13 1.021
7 H 0.51244 0.92243 2.02325  N1 1.016
8 H -0.12565 -0.48416 2.91594  N1 1.009
9 H -1.66476 1.29435 -0.14709  C4 1.095
10 H 1.17056 1.76341 -0.27142  N5 1.018
11 H -0.03024 2.86615 -0.30770  N5 1.017
12 H 0.00398 1.21864 -2.21919  N6 1.016
13 H -1.27648 0.22720 -2.03300  N6 1.021
14 N 0.99181 -2.52910 -0.68024  O15 1.445, H16 1.022, H17 1.023
15 O 1.51553 -1.31163 -0.10471  N14 1.445, H18 1.043
16 H 0.08437 -2.28634 -1.08303  N14 1.022
17 H 0.76257 -3.07663 0.15347  N14 1.023
18 H 0.95878 -0.49543 -0.43899  O15 1.043

Its HOMO energy is -8.51 eV. The orbital gap is 9.07 eV. The calculation puts the lowest unoccupied orbital energy at 0.55 eV. Its structure (SMILES) is NC(=O)C(N)N.NO.

Atomic charges from the Löwdin analysis, expressed in e, are listed below: atom 1 (N): 0.153, atom 2 (C): -0.493, atom 3 (O): 0.031, atom 4 (C): -0.381, atom 5 (N): 0.031, atom 6 (N): 0.033, atom 7 (H): 0.086, atom 8 (H): 0.116, atom 9 (H): 0.134, atom 10 (H): 0.082, atom 11 (H): 0.084, atom 12 (H): 0.088, atom 13 (H): 0.094, atom 14 (N): -0.022, atom 15 (O): -0.216, atom 16 (H): 0.051, atom 17 (H): 0.068, atom 18 (H): 0.060

---

The winner here is model ii, beating the second structure by 75.5 kcal/mol.